Formula: H24HeO12
Source: the Open Molecules 2025 dataset
Level of theory: ωB97M-V with the def2-TZVPD basis set

Output
HOMO in Eh: -0.354
Frontier orbital gap in Eh: 0.3479
LUMO level in eV: -0.168
E in eV: -25038.6679
Spin multiplicity: 1

Geometry (Å):
He: 6.5630 -10.3117 -13.9082
O: 8.2550 -8.5944 -10.2703
H: 8.1016 -9.5262 -10.4268
H: 7.7211 -8.1495 -10.9286
O: 6.5099 -6.2957 -14.6719
H: 6.5424 -6.8828 -15.4273
H: 5.9267 -5.5870 -14.9437
O: 4.1309 -8.6384 -11.6087
H: 3.7319 -9.3194 -12.1503
H: 4.1082 -8.9942 -10.7204
O: 8.2493 -11.2792 -10.3600
H: 8.8581 -11.4766 -11.0718
H: 8.8108 -11.1162 -9.6022
O: 6.9138 -14.6166 -13.0067
H: 7.2607 -14.9058 -12.1628
H: 7.4870 -13.8959 -13.2677
O: 2.8050 -10.5179 -13.1636
H: 1.9952 -10.5777 -12.6568
H: 2.5664 -10.0080 -13.9378
O: 9.7130 -8.7528 -14.3590
H: 9.0880 -9.4284 -14.6220
H: 9.7779 -8.1764 -15.1204
O: 8.9707 -12.8367 -13.6148
H: 9.4527 -12.4040 -12.9101
H: 9.6294 -13.3623 -14.0686
O: 3.5076 -12.5512 -14.8630
H: 3.4494 -11.8688 -14.1943
H: 3.0447 -12.1876 -15.6178
O: 8.2939 -10.9620 -15.5639
H: 8.7158 -11.3199 -16.3449
H: 8.2449 -11.7010 -14.9575
O: 6.5763 -7.3139 -12.1687
H: 6.5144 -7.0226 -13.0784
H: 5.8269 -7.8978 -12.0521
O: 6.8749 -8.3288 -16.8833
H: 7.1893 -9.0734 -16.3705
H: 7.6468 -7.7750 -17.0002

Formula: H24KrO12
Source: the Open Molecules 2025 dataset
Level of theory: ωB97M-V with the def2-TZVPD basis set

Output
HOMO in Eh: -0.389
Frontier orbital gap in Eh: 0.3792
LUMO level in eV: -0.253
E in eV: -99889.8042
Spin multiplicity: 1

Geometry (Å):
Kr: 0.1553 0.0546 0.1758
O: -3.0227 0.9457 -0.5844
H: -3.9715 1.0686 -0.5539
H: -2.6686 1.6899 -0.0976
O: -1.2988 0.4755 3.4866
H: -1.7700 0.1949 4.2712
H: -0.4954 0.8756 3.8194
O: 2.7879 1.6015 -1.9946
H: 3.1606 1.9386 -2.8093
H: 2.3813 2.3641 -1.5830
O: -3.4208 -0.4295 1.7976
H: -3.2195 -0.1451 0.9061
H: -2.7607 0.0002 2.3415
O: -2.2542 -2.9883 1.0638
H: -2.8467 -2.2639 1.2646
H: -2.8326 -3.7334 0.9012
O: 4.4508 -0.0142 -0.4555
H: 3.9281 -0.8157 -0.4310
H: 4.0508 0.5122 -1.1477
O: 1.5672 2.9982 2.2185
H: 1.5748 2.7357 1.2981
H: 1.9643 2.2607 2.6817
O: -1.3491 3.3521 0.2075
H: -1.4521 3.5907 1.1288
H: -0.4103 3.4367 0.0412
O: 0.3955 -3.7436 0.2619
H: -0.3531 -3.1616 0.3930
H: 1.0554 -3.1941 -0.1609
O: 1.5951 -0.8494 -3.2141
H: 1.0683 -1.5798 -2.8896
H: 1.9537 -0.4430 -2.4251
O: 3.0486 -2.3849 -0.2153
H: 2.8979 -2.8276 0.6198
H: 3.6614 -2.9537 -0.6813
O: -2.4340 0.7717 -3.4525
H: -2.6379 -0.1342 -3.6849
H: -2.4990 0.7949 -2.4977

Formula: H24NO10
Source: the Open Molecules 2025 dataset
Level of theory: ωB97M-V with the def2-TZVPD basis set

Output
HOMO in Eh: -0.495
Frontier orbital gap in Eh: 0.3887
LUMO level in eV: -2.903
Charge: +1
E in eV: -22347.1708
Spin multiplicity: 1

Geometry (Å):
N: 0.1895 -0.0412 -0.0027
H: -0.6149 -0.5682 0.2254
H: 0.0395 0.8478 -0.2131
H: 0.3915 -0.4970 -0.9433
H: 1.1312 0.0868 0.5557
O: -0.0959 0.5127 3.6745
H: 0.1946 0.4970 4.5890
H: 0.5897 1.0874 3.2260
O: -1.5235 -3.0425 0.0896
H: -1.6254 -3.0001 1.0357
H: -2.3596 -3.0864 -0.1450
O: -2.5917 -1.0416 -1.8078
H: -1.9097 -1.3471 -2.4712
H: -3.2548 -1.7602 -1.7704
O: 0.0702 -0.1924 -3.4684
H: 0.7514 0.3142 -3.7513
H: -0.6516 -0.3355 -4.0874
O: -3.1477 -0.7546 0.9018
H: -2.6680 -0.9038 0.0955
H: -3.3357 0.2703 1.1512
O: 1.5194 -2.2437 1.7096
H: 0.9020 -2.7509 2.1840
H: 1.8764 -2.7513 0.9877
O: 3.0631 0.0622 -1.2569
H: 3.4515 -0.8269 -1.2593
H: 3.4747 0.7266 -0.6876
O: 2.1411 1.7731 2.5488
H: 2.4961 2.2297 1.7634
H: 2.2106 2.2603 3.4161
O: 1.7031 2.8071 -0.2846
H: 2.6592 3.1187 -0.5297
H: 1.2420 3.6294 -0.5173
O: -1.7861 1.6721 -1.6251
H: -2.1925 0.7216 -1.7572
H: -2.3398 2.5265 -1.5758

Formula: H24O12
Source: the Open Molecules 2025 dataset
Level of theory: ωB97M-V with the def2-TZVPD basis set

Output
HOMO (alpha / beta) in Eh: 0.010 / -0.286
<S²>: 0.751
Frontier orbital gap (alpha / beta) in Eh: 0.0892 / 0.3794
LUMO level (alpha / beta) in eV: 2.692 / 2.552
Charge: -1
E in eV: -24959.0342
Spin multiplicity: 2

Geometry (Å):
O: -3.6446 -1.3586 -1.0618
H: -3.1613 -1.2205 -1.8573
H: -4.5083 -1.7261 -1.1961
O: -0.0661 -0.8347 3.6922
H: -0.1225 -1.8052 3.6147
H: -0.9744 -0.5328 3.6590
O: -2.0573 2.6112 2.0265
H: -1.2375 2.0786 1.9026
H: -1.9099 3.3380 1.4092
O: -0.3259 -0.8169 -2.4695
H: -0.1746 -0.2160 -1.7185
H: 0.4527 -1.0165 -3.0078
O: 1.4665 0.7281 1.3742
H: 0.9932 0.8666 2.2373
H: 2.0533 1.5249 1.3282
O: 1.8071 -2.9071 -1.8984
H: 1.7614 -3.5480 -2.5991
H: 1.0108 -2.4054 -1.8364
O: -2.5583 0.4037 -3.0484
H: -3.0843 1.1739 -3.2512
H: -1.8136 0.4315 -3.6849
O: 3.3756 -1.2822 3.6537
H: 3.2994 -1.7528 2.8086
H: 2.7414 -0.5511 3.6470
O: 3.7939 -0.4935 0.1896
H: 4.7291 -0.6932 0.2191
H: 3.3073 -1.2459 -0.1678
O: -4.1349 2.6438 -0.8695
H: -3.7335 2.6842 0.0219
H: -3.4146 2.3380 -1.5065
O: 2.8549 1.5573 -1.2776
H: 2.0545 1.1008 -1.5216
H: 3.3544 0.8855 -0.7577
O: -0.8445 0.1741 0.2877
H: -0.1114 0.4684 0.8966
H: -1.1783 -0.6020 0.7621